# 1
Entry from the Open Molecules 2025 dataset: a structure of composition C31H50O3P2Pm at a distorted geometry (the ωB97M-V functional and the def2-TZVPD basis).

## Properties
Largest force on an atom   1.65 eV/Å
E   -2727.89275 hartree
Expectation value of S²   6.007
HOMO-LUMO gap (spin up / spin down)   7.80 / 7.98 eV
HOMO level (spin up / spin down)   -10.5 / -10.5 eV

The geometry in ORCA input format:
```
! wB97M-V def2-TZVPD RIJCOSX def2/J DEFGRID3
* xyz 1 5
Pm 0.12 0.13 0.03
P -2.21 1.85 0.09
P 1.80 0.36 -2.31
O 0.61 4.08 -0.60
O 1.03 2.11 0.39
O 0.16 5.79 1.23
C -0.63 -4.36 -2.04
C -3.93 1.21 0.19
C 1.00 0.64 -3.93
C -0.62 -3.44 1.56
C -2.04 -4.80 -1.80
C 0.07 -2.13 1.77
C -0.48 -1.01 2.44
C 1.74 -0.55 1.96
C 3.05 0.14 1.81
C 1.97 6.20 2.69
C -2.09 2.94 1.55
C 1.43 -1.85 1.44
C -3.09 -3.68 -1.50
C 3.22 3.85 1.76
C -2.24 -1.56 -2.48
C 2.87 1.85 -2.15
C 3.23 5.85 3.14
C 1.92 4.15 1.34
C -1.28 -3.31 -4.19
C -1.89 -0.89 2.93
C -0.28 -3.68 -3.14
C -2.62 -2.26 -1.39
C 2.39 -2.78 0.79
C 1.31 5.36 1.78
C 3.86 4.69 2.68
C -2.29 -2.18 -3.85
C 0.57 -0.05 2.61
C 0.51 1.23 3.39
C 1.14 3.41 0.32
C -2.22 3.01 -1.33
C 3.05 -0.97 -2.42
H -2.01 -1.36 3.92
H 0.84 2.09 2.79
H 3.81 -0.25 2.51
H -3.99 0.48 1.01
H 3.87 -0.76 -1.71
H -1.23 3.45 -1.44
H 3.47 -1.11 -3.43
H -3.87 -3.74 -2.27
H 2.96 1.23 1.97
H -1.66 -3.33 1.21
H -1.09 3.36 1.65
H 0.08 1.24 -3.76
H -0.73 -3.03 -5.10
H 2.58 -1.92 -2.10
H 0.76 -3.42 -3.36
H 3.74 2.99 1.32
H 1.91 -3.44 0.05
H -0.12 -4.07 0.82
H 3.62 1.90 -2.95
H 0.15 5.34 0.32
H -2.21 0.15 3.02
H -2.05 -5.52 -0.97
H -3.30 -2.58 -4.02
H -2.60 -1.39 2.26
H 1.18 1.19 4.27
H -3.59 -3.94 -0.55
H 0.67 -0.31 -4.37
H -2.41 -5.36 -2.67
H -2.27 2.35 2.46
H 1.62 1.20 -4.64
H -2.96 3.82 -1.19
H -2.73 -1.81 -0.40
H -2.00 -0.49 -2.46
H -2.15 -1.38 -4.59
H -1.86 -4.20 -4.47
H 4.87 4.43 3.04
H 3.75 6.50 3.84
H 3.39 1.82 -1.18
H 3.47 0.02 0.79
H -4.67 2.01 0.37
H 2.88 -3.44 1.54
H -2.81 3.77 1.50
H 2.26 2.76 -2.15
H -0.68 -4.03 2.50
H -4.18 0.67 -0.74
H -0.51 1.46 3.74
H 0.10 -4.69 -1.30
H 3.19 -2.25 0.27
H 1.50 7.14 2.96
H -2.45 2.46 -2.25
*
```


# 2
Entry from the Open Molecules 2025 dataset: the molecule C18H12O9 at a distorted geometry (the ωB97M-V functional and the def2-TZVPD basis).

## Properties
SMILES   Oc1cc(O)cc(Oc2c(O)cc(O)c3c2Oc2c(O)cc(O)cc2O3)c1
Largest force on an atom   2.51 eV/Å
E   -1370.26462 hartree
HOMO-LUMO gap   8.21 eV
HOMO level   -7.8 eV

The geometry in ORCA input format:
```
! wB97M-V def2-TZVPD RIJCOSX def2/J DEFGRID3
* xyz 0 1
O 0.57 2.44 -1.49
O 0.46 0.38 0.34
O 2.42 -3.67 2.05
O -2.89 3.86 -0.21
O 2.55 -1.57 0.35
O -3.32 -0.38 -2.35
O -1.70 -2.28 3.82
O 4.60 0.69 -3.28
O -1.78 -0.09 2.19
C 1.51 1.41 -1.55
C 1.44 0.38 -0.61
C -3.23 1.77 -1.25
C 3.56 -0.52 -1.51
C 1.46 -1.65 1.19
C 2.52 -0.55 -0.56
C -2.28 0.50 1.06
C 3.60 0.54 -2.41
C 2.58 1.51 -2.42
C 1.42 -2.74 2.05
C -0.69 -0.93 2.11
C 0.44 -0.69 1.22
C -2.65 -0.27 -0.04
C -2.35 1.88 1.00
C -2.85 2.50 -0.16
C -3.14 0.37 -1.21
C 0.40 -2.93 2.92
C -0.67 -2.03 2.99
H 0.38 -3.82 3.54
H -0.09 2.25 -0.79
H -3.28 4.11 -1.08
H -3.52 2.26 -2.17
H -2.38 -1.62 3.64
H -2.55 -1.35 -0.04
H -2.03 2.43 1.89
H 5.20 -0.02 -3.14
H -3.87 0.13 -2.96
H 4.34 -1.29 -1.47
H 2.71 2.34 -3.13
H 3.13 -3.37 1.47
*
```


# 3
Entry from the Open Molecules 2025 dataset: a cluster of 2 separate species, CH3N2PS in total (the ωB97M-V functional and the def2-TZVPD basis).

## Properties
Largest force on an atom   0.90 eV/Å
E   -888.84910 hartree
HOMO-LUMO gap (spin up / spin down)   8.95 / 7.55 eV
HOMO level (spin up / spin down)   -10.6 / -8.5 eV
ΔE to the lowest compared entry with this formula, charge and spin   74.3 kcal/mol

The geometry in ORCA input format:
```
! wB97M-V def2-TZVPD RIJCOSX def2/J DEFGRID3
* xyz 0 1
S 2.00 1.03 -1.57
P 1.73 0.56 0.42
N -0.67 -1.27 0.46
N 3.75 -1.51 0.64
C 2.93 -0.71 0.49
H -1.37 -0.53 0.39
H -0.64 -1.56 1.43
H 1.19 2.09 -1.52
*
```


# 4
Entry from the Open Molecules 2025 dataset: a cluster of 6 separate species, C9H31O6 in total at a distorted geometry (the ωB97M-V functional and the def2-TZVPD basis).

## Properties
Largest force on an atom   1.98 eV/Å
E   -812.53323 hartree
HOMO-LUMO gap   7.63 eV
HOMO level   -12.3 eV
ΔE to the lowest compared entry with this formula, charge and spin   116.5 kcal/mol

The geometry in ORCA input format:
```
! wB97M-V def2-TZVPD RIJCOSX def2/J DEFGRID3
* xyz 1 1
O 3.91 -18.30 -24.62
O 5.50 -11.29 -24.63
O 1.12 -8.95 -28.29
O 2.49 -16.48 -30.88
O -1.85 -13.72 -22.11
O 1.70 -14.01 -26.01
C -1.45 -11.66 -21.15
C 2.67 -17.86 -32.82
C 4.41 -18.25 -23.26
C -2.52 -12.56 -21.69
C 1.04 -7.71 -27.63
C 2.17 -17.78 -31.40
C 0.66 -17.96 -31.29
C -3.27 -11.97 -22.90
C 6.78 -11.81 -25.04
H 0.10 -17.10 -31.66
H 3.32 -16.19 -31.26
H -1.78 -10.78 -20.60
H 4.42 -18.87 -25.21
H 0.00 -7.58 -27.32
H 0.30 -18.81 -31.87
H 7.37 -12.00 -24.14
H 5.73 -10.54 -24.08
H 2.28 -13.36 -25.61
H 1.72 -14.83 -25.51
H 0.42 -18.05 -30.23
H -0.83 -11.32 -21.98
H -2.49 -14.35 -22.45
H 1.90 -14.11 -26.94
H 0.83 -8.72 -29.18
H 2.65 -18.57 -30.81
H 1.42 -6.89 -28.23
H 7.35 -11.07 -25.60
H 5.45 -17.92 -23.28
H -3.29 -12.73 -20.94
H 6.65 -12.72 -25.63
H -4.04 -11.25 -22.61
H 3.91 -17.55 -22.58
H -2.63 -11.54 -23.67
H 4.34 -19.28 -22.90
H -3.78 -12.77 -23.42
H 1.65 -7.70 -26.72
H 2.33 -18.81 -33.25
H -0.75 -12.18 -20.49
H 3.73 -17.72 -33.04
H 2.23 -17.17 -33.54
*
```


# 5
Entry from the Open Molecules 2025 dataset: a cluster of 14 separate species, C32H92N4O14 in total at a distorted geometry (the ωB97M-V functional and the def2-TZVPD basis).

## Properties
Largest force on an atom   5.02 eV/Å
E   -2546.71113 hartree
HOMO-LUMO gap   9.82 eV
HOMO level   -9.5 eV
ΔE to the lowest compared entry with this formula, charge and spin   72.4 kcal/mol

The geometry in ORCA input format:
```
! wB97M-V def2-TZVPD RIJCOSX def2/J DEFGRID3
* xyz 0 1
O 4.49 -2.69 1.37
O -0.48 2.27 -2.74
O -0.65 -0.15 -1.27
O 2.55 4.52 -4.53
O 1.41 0.48 4.09
O -2.86 -2.80 3.42
O 2.28 -5.00 5.79
O 3.31 -4.82 -0.05
O -2.05 5.76 -0.60
O 1.35 6.54 3.41
O -6.24 0.26 -3.40
O 4.92 0.17 -2.86
O -0.61 -2.80 -2.08
O -2.31 -4.57 -0.65
N -0.23 -1.02 4.12
N -1.94 2.28 -4.43
N 0.07 0.13 5.89
N -0.34 3.63 -4.53
C -1.61 3.48 -0.09
C 0.14 -1.29 0.61
C 2.03 -4.27 -0.21
C -0.23 -2.84 -3.40
C -3.71 4.78 0.87
C -4.97 2.13 -2.45
C -3.49 -1.39 1.74
C 4.60 -0.96 -2.14
C 1.75 -3.72 3.84
C 1.23 -4.62 4.92
C 0.48 -0.11 4.68
C -4.01 -2.29 2.84
C -3.56 -4.26 -1.09
C 1.26 4.85 5.07
C 0.85 4.42 2.51
C 1.15 0.99 0.03
C -4.85 -3.46 2.44
C 0.06 -4.02 5.69
C -0.10 0.07 0.02
C -0.91 2.76 -3.78
C 1.59 5.19 3.61
C -4.29 -0.28 -2.34
C 5.93 -1.64 -1.81
C 3.48 3.71 -3.80
C -1.16 -1.89 -4.16
C -2.15 4.83 0.44
C 3.57 -1.84 -2.93
C 4.77 4.49 -3.78
C 3.79 -1.51 1.87
C -0.33 -4.24 -3.92
C -4.95 0.81 -3.19
C 2.92 3.33 -2.42
H -4.77 -0.26 -1.36
H -0.69 0.72 -1.67
H -4.34 4.40 0.07
H -3.81 4.02 1.65
H 0.50 4.06 -4.18
H -5.63 2.91 -2.83
H 3.72 -1.82 -4.00
H 4.17 -0.84 -1.14
H -2.20 -2.13 -3.95
H 0.12 -4.99 -3.27
H 1.41 -5.08 -0.59
H -4.44 -1.28 -2.75
H 2.65 5.37 -4.09
H -2.20 2.67 -5.32
H -4.56 -1.69 3.57
H 0.23 5.12 5.27
H -4.26 -0.77 1.29
H -0.67 -3.73 4.93
H -3.94 2.45 -2.31
H 5.57 3.84 -3.40
H 5.36 -2.76 1.76
H 0.84 -5.51 4.43
H 2.75 -4.18 5.95
H -0.50 -1.93 -1.69
H 2.62 -1.34 -2.73
H 1.04 -3.51 3.04
H 4.98 4.85 -4.79
H 2.66 5.00 3.49
H 3.64 2.79 -4.34
H -5.07 -4.21 3.20
H 1.42 1.09 1.08
H -0.67 -2.01 0.59
H 2.03 -2.75 4.26
H -4.39 -4.92 -0.80
H 1.99 -3.46 -0.94
H -1.29 -4.57 -4.30
H 2.93 4.26 -1.85
H 1.98 2.82 -2.66
H -1.06 -2.08 -5.23
H -4.36 -4.03 1.64
H 3.74 -4.26 0.61
H -0.86 0.62 0.57
H -6.81 0.20 -2.63
H 1.02 4.78 1.50
H -0.97 -0.83 -3.98
H -0.46 -4.83 6.20
H -4.44 1.05 -4.13
H 6.63 -1.05 -1.22
H -3.87 -3.25 -0.85
H -3.01 -1.97 0.95
H -2.80 -0.67 2.18
H 2.85 -1.50 1.32
H 0.92 1.93 -0.47
H -1.59 5.29 1.26
H 0.25 -4.27 -4.85
H 1.41 6.65 2.46
H 2.63 -4.17 3.37
H 3.47 2.53 -1.92
H -5.42 2.00 -1.46
H 0.27 -3.20 6.37
H 1.96 0.42 -0.42
H -2.09 3.22 -1.04
H -0.23 4.49 2.61
H -0.90 4.05 -5.26
H -0.53 3.49 -0.23
H 1.13 3.37 2.60
H 1.43 3.81 5.35
H 1.79 5.48 5.78
H -4.11 5.75 1.18
H 4.28 -0.59 1.58
H -2.36 1.47 -3.99
H -1.78 2.73 0.68
H 4.75 5.29 -3.04
H 5.63 -2.53 -1.26
H 6.42 -1.89 -2.76
H -0.66 -0.42 6.33
H 3.60 -1.57 2.94
H -3.41 -4.22 -2.17
H 0.80 -2.49 -3.44
H -2.45 -3.42 2.81
H -1.76 -3.98 -1.16
H 0.56 -1.32 1.62
H 1.72 -3.82 0.74
H -5.80 -3.11 2.04
H 0.92 -1.73 -0.01
H 0.00 -1.29 3.18
H -1.03 -1.48 4.54
H 5.31 0.83 -2.28
H -3.24 -0.03 -2.24
H -2.48 6.58 -0.33
H 3.36 -2.89 -2.73
H 0.46 0.90 6.40
*
```


# 6
Entry from the Open Molecules 2025 dataset: a cluster of 10 separate species, C35H85N5O15 in total at a distorted geometry (the ωB97M-V functional and the def2-TZVPD basis).

## Properties
Largest force on an atom   3.63 eV/Å
E   -2786.21105 hartree
HOMO-LUMO gap   1.42 eV
HOMO level   -3.6 eV
ΔE to the lowest compared entry with this formula, charge and spin   322.5 kcal/mol

The geometry in ORCA input format:
```
! wB97M-V def2-TZVPD RIJCOSX def2/J DEFGRID3
* xyz 0 1
O -1.49 -3.34 2.18
O 2.99 7.72 -4.30
O 8.11 -0.01 -1.27
O 3.81 -0.48 5.70
O 2.51 -3.60 -5.18
O -1.22 -0.57 -0.70
O -0.37 1.27 0.26
O -3.40 -5.64 -4.93
O 2.25 -2.15 -6.82
O 1.04 4.91 2.53
O -6.16 1.06 -2.53
O 8.10 1.90 -0.19
O 3.63 -2.13 4.31
O 3.13 6.30 -5.90
O 6.21 -6.88 -1.95
N -5.86 2.81 0.19
N -3.10 -2.66 -5.81
N 3.86 -5.55 -0.24
N 1.69 6.92 4.67
N -2.04 -1.39 5.39
C 5.17 -5.75 0.68
C 0.45 0.55 -1.88
C -1.24 -3.11 3.55
C -2.46 -3.39 -4.57
C 3.57 -4.06 -0.65
C -2.57 -3.22 -7.18
C -1.31 -0.12 4.91
C -6.24 4.03 0.85
C 3.64 -0.93 4.55
C 3.53 -1.50 -4.87
C -4.60 -2.76 -5.77
C 3.87 -6.40 -1.51
C -1.14 -2.10 6.45
C 2.70 -6.02 0.67
C 3.04 6.65 3.96
C 1.50 5.81 5.70
C 0.48 6.98 3.71
C -2.44 -2.37 4.21
C -3.46 -1.13 6.01
C 1.77 8.35 5.22
C -2.16 -4.92 -4.72
C -6.87 0.84 -1.31
C 1.80 5.60 -4.00
C 7.48 0.97 -0.83
C -0.39 0.39 -0.69
C 5.96 1.14 -1.01
C -7.10 2.15 -0.52
C 2.69 -2.50 -5.70
C 5.07 -6.22 -2.42
C 3.62 0.10 3.37
C 2.67 6.62 -4.79
C -5.28 1.80 1.15
C -2.77 -1.19 -5.74
C 0.00 5.63 3.14
C -4.72 3.14 -0.80
H 5.40 0.21 -0.93
H 2.59 8.21 5.93
H 2.90 -7.06 0.92
H -0.68 5.83 2.31
H -6.79 4.68 0.17
H -4.77 0.95 0.68
H 2.82 -0.19 2.70
H 0.41 -0.18 -2.69
H -5.37 4.46 1.36
H -3.89 3.75 -0.44
H 3.10 -3.47 0.13
H -1.94 0.46 4.23
H 3.13 5.64 3.55
H -1.69 -5.23 -3.79
H 3.90 -7.42 -1.12
H -7.76 0.24 -1.47
H -7.59 2.92 -1.12
H -1.01 -4.12 3.89
H 5.00 -5.04 1.49
H 3.34 1.09 3.74
H -1.30 0.45 5.84
H -1.44 -2.99 -4.57
H -1.51 -2.99 -7.23
H 3.41 -1.65 -3.80
H -3.29 -0.67 6.98
H 4.52 -3.66 -1.02
H 2.97 -6.30 -2.11
H -4.35 2.16 -1.12
H -6.33 0.17 -0.65
H -6.92 3.73 1.65
H -0.28 -0.14 4.56
H 0.83 8.58 5.72
H 0.75 7.76 3.00
H 1.46 0.46 -1.49
H -0.27 -2.63 3.66
H 3.72 6.86 4.78
H 4.58 0.12 2.86
H 0.35 1.53 -2.36
H -1.69 -1.12 -5.84
H -4.94 -2.12 -6.58
H -5.17 3.63 -1.66
H -3.92 -2.09 6.26
H -1.15 -1.46 7.34
H 0.53 5.98 6.19
H -3.17 -2.67 -7.91
H 0.69 4.11 2.12
H 2.73 -5.39 1.55
H -4.51 2.32 1.71
H -2.64 -4.31 -7.16
H -3.07 -6.55 -4.89
H -1.53 -3.09 6.69
H -3.00 -1.59 3.68
H -4.18 -0.59 5.40
H -4.76 -3.84 -5.83
H 2.87 -4.14 -1.49
H 5.22 -5.16 -2.62
H 3.11 -0.50 -5.03
H 1.50 4.86 5.17
H 4.53 -1.45 -5.30
H -3.16 -3.08 4.61
H -3.25 -0.85 -4.82
H 1.74 -5.93 0.16
H -6.78 1.39 -3.19
H 6.00 -5.33 0.12
H -1.54 -2.52 1.68
H 4.88 -6.75 -3.35
H 5.54 1.75 -0.20
H 2.34 5.16 -3.16
H -0.32 7.47 4.26
H -4.84 -2.41 -4.77
H -3.21 -0.77 -6.64
H 3.21 7.36 3.15
H -0.16 -2.14 6.00
H -6.06 1.43 1.81
H -2.92 -3.05 -3.64
H 5.30 -6.81 0.88
H 6.75 -7.10 -2.71
H 2.35 5.87 6.38
H 1.64 4.74 -4.65
H 0.87 6.08 -3.68
H 2.10 9.02 4.43
H -1.49 -5.05 -5.57
H -0.47 5.01 3.90
H 5.75 1.63 -1.96
H -7.70 1.99 0.37
*
```


largest force on an atom of number 6 (C35H85N5O15)? 3.63 eV/Å


What is the E in the fifth record? -2546.71113 hartree


Which of these has the highest E? C9H31O6